{"formula": "C6H7NO", "method": "ωB97M-V with the def2-TZVPD basis set", "multiplicity": 1, "energy_ev": -9869.6406, "largest_force_ev_per_a": 3.4, "de_lowest_kj_mol": 291.1, "e_homo_ev": -9.5, "species": ["O", "N", "C", "C", "C", "C", "C", "C", "H", "H", "H", "H", "H", "H", "H"], "xyz": [[-1.385, -2.088, -0.988], [-1.443, 0.281, -0.714], [-0.166, 0.914, -0.294], [-0.633, 2.785, 1.481], [-1.010, -1.010, -0.514], [1.504, -1.492, -0.124], [0.248, -0.738, 0.345], [-0.330, 1.992, 0.613], [-2.214, 0.621, -1.212], [2.053, -0.978, -0.859], [2.114, -1.826, 0.696], [1.283, -2.372, -0.582], [0.463, 1.110, -1.187], [-0.624, 3.728, 1.914], [0.139, -0.928, 1.427]], "atomic_forces_ev_per_a": [[0.350, 2.223, 0.983], [2.509, -1.572, 1.595], [0.266, -2.598, -0.038], [0.998, -1.063, -1.947], [-0.663, -2.454, -0.728], [-0.432, 1.844, 1.584], [-0.746, 1.471, -1.782], [-0.500, 0.878, 1.570], [-0.890, 0.536, -0.904], [0.953, 1.019, -0.641], [0.516, 0.514, 0.461], [-1.420, -2.643, -1.429], [-0.082, 0.068, 0.794], [-0.367, 0.910, 1.002], [-0.491, 0.868, -0.519]]}

=====

{"formula": "C6H7NO", "method": "ωB97M-V with the def2-TZVPD basis set", "multiplicity": 1, "energy_ev": -9869.3488, "largest_force_ev_per_a": 4.1, "de_lowest_kj_mol": 319.3, "e_homo_ev": -9.8, "species": ["O", "N", "C", "C", "C", "C", "C", "C", "H", "H", "H", "H", "H", "H", "H"], "xyz": [[1.751, -1.227, -0.072], [-1.363, -1.280, 0.002], [0.357, 1.612, 0.037], [0.394, 0.422, 1.052], [-1.225, 0.004, -0.622], [0.185, 0.525, -1.036], [1.041, -0.246, -0.056], [-1.061, -0.030, 0.768], [0.616, 0.532, 2.098], [-0.550, 2.340, 0.000], [-1.807, 0.353, 1.391], [0.365, 0.735, -2.140], [1.273, 2.260, -0.135], [-0.547, -1.785, -0.351], [-1.951, 0.624, -1.157]], "atomic_forces_ev_per_a": [[0.081, 0.976, -0.559], [-0.329, 0.340, -0.390], [-0.847, 3.697, -0.972], [-2.020, 2.155, 0.277], [0.484, 2.247, -3.249], [0.464, 0.063, -1.550], [1.442, -3.760, -0.576], [1.103, -1.405, 1.687], [0.706, -0.271, 0.110], [1.399, -1.159, 0.660], [-1.061, -0.023, 1.156], [0.066, -0.552, 1.597], [-0.809, -1.026, 0.575], [-0.085, -0.369, 0.973], [-0.594, -0.914, 0.260]]}

=====

{"formula": "C6H7NO", "method": "ωB97M-V with the def2-TZVPD basis set", "multiplicity": 1, "energy_ev": -9868.7670, "largest_force_ev_per_a": 7.9, "de_lowest_kj_mol": 375.4, "e_homo_ev": -10.1, "species": ["O", "N", "C", "C", "C", "C", "C", "C", "H", "H", "H", "H", "H", "H", "H"], "xyz": [[0.356, 1.758, -0.344], [-2.176, -1.998, 0.046], [-2.056, 1.251, 0.125], [2.540, -0.269, 0.266], [-0.525, 0.971, -0.001], [-0.049, -0.515, -0.210], [-1.217, -1.310, -0.158], [1.134, -1.056, -0.223], [1.218, -2.153, -0.562], [2.540, 0.250, -0.530], [2.299, 0.187, 1.224], [-2.437, 2.375, 0.721], [3.358, -1.052, 0.102], [-2.775, 0.353, 0.544], [-2.209, 1.208, -0.999]], "atomic_forces_ev_per_a": [[-1.999, -0.008, 1.245], [3.969, 2.928, -1.035], [-1.716, 0.705, 1.337], [-2.625, -7.052, 2.372], [2.402, -0.053, -1.112], [-3.489, 1.923, 1.207], [-4.378, -4.742, 0.415], [4.106, -1.434, 0.794], [-0.145, 1.769, 0.852], [0.894, 5.179, -5.035], [0.694, 0.020, -0.253], [1.624, -3.572, -2.311], [-1.020, 1.226, 1.187], [2.329, 2.402, -0.826], [-0.645, 0.710, 1.163]]}

=====

{"formula": "C6H7NO", "method": "ωB97M-V with the def2-TZVPD basis set", "multiplicity": 1, "energy_ev": -9869.4851, "largest_force_ev_per_a": 5.6, "de_lowest_kj_mol": 306.1, "e_homo_ev": -8.1, "species": ["O", "N", "C", "C", "C", "C", "C", "C", "H", "H", "H", "H", "H", "H", "H"], "xyz": [[-1.077, 1.124, -0.278], [0.547, -1.773, -1.321], [-0.059, -2.215, -0.117], [-0.561, 2.143, 0.530], [-0.462, -0.032, -0.380], [0.471, -0.454, -1.349], [-0.727, -1.136, 0.427], [0.417, 1.965, 1.495], [-0.423, -3.226, 0.185], [1.443, -2.308, -1.720], [1.083, 3.005, 1.709], [-1.007, 3.157, 0.039], [0.839, 0.132, -2.226], [0.968, 1.028, 1.741], [-1.453, -1.412, 1.264]], "atomic_forces_ev_per_a": [[-0.880, 3.215, 0.541], [3.222, -4.530, 0.981], [-1.262, -0.248, -0.313], [1.159, 0.618, -0.560], [2.016, -1.979, -0.358], [-1.584, 3.656, -1.168], [-0.747, -2.516, 1.125], [0.918, 3.423, -1.839], [1.310, 0.636, -0.870], [-2.975, 1.658, 1.103], [-2.343, -2.979, -0.106], [1.339, -2.404, 1.964], [-0.203, -0.610, 1.124], [-1.002, 0.726, -0.367], [1.033, 1.334, -1.256]]}

=====

Q: multiplicity of number 4 (C6H7NO)?
A: 1